Record 1
Below is C33H44MgN4P2 as an isolated structure in a non-equilibrium geometry, with properties calculated with wB97M-V/def2-TZVPD.

Computed properties:
E_HOMO = -8.3394 eV
charge = 0
total energy = -2385.49349 a.u.
spin multiplicity = 1
max |F| = 3.4 eV Å⁻¹
gap between HOMO and LUMO = 7.352 eV

Each line ends with the Mulliken charge.
Cartesian coordinates (Å):
Mg 1.77491 0.83336 -1.47987  0.56
C -1.60302 -1.84543 0.31115  -0.64
C -1.99289 -1.46616 -0.90995  -0.43
C -3.16830 -0.60257 -1.28130  -0.43
C -2.94163 0.92791 -1.29673  0.19
C -2.46206 1.54421 -0.00329  -0.55
C -2.43754 0.98777 1.21270  -0.47
C -3.14273 -0.27135 1.64886  -0.91
C -2.28070 -1.55930 1.61959  -0.63
C 1.36796 2.59990 -0.49265  -0.90
H -0.68145 -2.43659 0.40776  0.35
H -1.39403 -1.76218 -1.78838  0.38
H -4.04872 -0.85027 -0.67472  0.03
H -3.39028 -0.88731 -2.32162  0.73
H -2.23236 1.16368 -2.11099  0.26
H -3.88168 1.43296 -1.59078  -0.20
H -2.12091 2.58868 -0.10298  0.71
H -1.96651 1.52871 2.05149  0.37
H -4.06586 -0.42921 1.07925  0.37
H -3.43382 -0.12152 2.69991  0.40
H -1.49447 -1.47836 2.39154  0.36
H -2.91030 -2.41836 1.92047  0.33
H 1.87718 2.55838 0.47976  0.20
H 0.28259 2.54716 -0.32354  0.02
H 1.67645 3.49915 -1.02942  0.36
P -6.43813 3.61893 -3.63017  -0.03
P -6.12623 0.65141 -5.06927  -0.18
N -7.16915 4.26292 -2.14659  0.38
N -6.78611 5.10928 -4.62067  0.33
N -6.90005 -0.42654 -3.88069  0.40
N -6.32783 -0.43138 -6.46662  0.31
C -7.93751 2.67190 -4.18148  -0.64
C -7.64680 1.69277 -5.34002  -1.13
C -6.52240 4.15025 -0.90543  -0.42
C -7.34621 4.68162 0.07655  -0.60
C -8.53908 5.14282 -0.56730  -0.65
C -8.42109 4.84042 -1.91870  -0.12
C -5.76120 5.81848 -5.26183  -0.45
C -6.31874 6.86441 -5.98998  -0.60
C -7.73484 6.81838 -5.78273  -0.74
C -7.99357 5.72021 -4.96759  -0.08
C -6.21703 -0.83406 -2.73089  -0.25
C -7.06478 -1.60342 -1.94165  -0.40
C -8.32379 -1.66172 -2.61688  -1.20
C -8.20524 -0.91072 -3.78180  -0.10
C -7.37103 -1.28621 -6.84886  -0.08
C -7.16304 -1.68711 -8.16510  -0.60
C -5.95365 -1.05786 -8.61954  -0.56
C -5.46130 -0.29628 -7.57022  -0.42
H -8.72233 3.36886 -4.51301  0.42
H -8.32372 2.12274 -3.30616  0.50
H -8.52728 1.04968 -5.50981  0.46
H -7.45660 2.25156 -6.27291  0.51
H -5.54261 3.69470 -0.85386  0.38
H -7.12818 4.73422 1.13336  0.41
H -9.37408 5.64374 -0.10162  0.43
H -9.12295 4.98129 -2.72463  0.21
H -4.73095 5.51497 -5.13211  0.39
H -5.78457 7.57922 -6.60175  0.40
H -8.47408 7.51179 -6.16095  0.42
H -8.94377 5.33496 -4.62315  0.26
H -5.18951 -0.55069 -2.59757  -0.09
H -6.81112 -2.06732 -0.99977  0.47
H -9.20566 -2.19775 -2.30332  0.45
H -8.93791 -0.69632 -4.54459  0.47
H -8.15508 -1.55667 -6.16080  0.24
H -7.79801 -2.34720 -8.73358  0.43
H -5.51160 -1.15576 -9.59934  0.41
H -4.58269 0.32856 -7.48891  0.35
C 3.33581 -1.81660 3.27819  -1.60
C 3.84259 -1.33760 1.91718  2.17
C 4.65267 -0.05002 2.13371  -1.54
C 4.64413 -2.44994 1.23310  -1.57
C 2.76438 -0.97051 0.99339  -1.25
C 2.17122 -0.51092 0.01386  0.27
H 4.16692 -1.97394 3.97376  0.39
H 2.79174 -2.75596 3.18281  0.38
H 2.66041 -1.07355 3.70682  0.37
H 5.56687 -0.21316 2.71293  0.39
H 4.92933 0.41474 1.18299  0.34
H 4.03755 0.67389 2.68115  0.37
H 4.05997 -3.37482 1.26066  0.39
H 4.82718 -2.20341 0.18419  0.35
H 5.60438 -2.63594 1.72197  0.38



Record 2
Below is C33H44N4P2V as an isolated structure in a non-equilibrium geometry, with properties calculated with wB97M-V/def2-TZVPD.

Computed properties:
E_HOMO (alpha / beta) = -12.7108 / -12.7119 eV
charge = +2
ΔE to the lowest compared entry with this formula, charge and spin = 2.1190 eV
total energy = -3128.69549 a.u.
spin multiplicity = 2
⟨S²⟩ = 0.979
max |F| = 8.4 eV Å⁻¹
gap between HOMO and LUMO (alpha / beta) = 2.916 / 3.719 eV

Each line ends with the Mulliken charge.
Cartesian coordinates (Å):
V 0.28403 -0.09481 0.02183  -0.84
C 0.52198 0.06943 -8.57466  -0.32
C -0.54992 0.51713 -7.91155  -0.33
C -1.93550 -0.04573 -8.00945  -0.74
C -2.06026 -1.56257 -8.28938  -0.89
C -1.22413 -2.44229 -7.40000  -0.31
C 0.03951 -2.82145 -7.62270  -0.48
C 0.85125 -2.47320 -8.84223  -0.59
C 0.57456 -1.10505 -9.51155  -0.89
C 0.63411 -2.12126 0.90126  -1.89
H 1.47464 0.61001 -8.49929  0.35
H -0.47015 1.42929 -7.31003  0.73
H -2.50561 0.48503 -8.79421  0.29
H -2.45398 0.16204 -7.05971  0.22
H -3.10845 -1.81929 -8.06638  0.43
H -1.90582 -1.75891 -9.35717  0.36
H -1.76075 -2.82265 -6.52279  0.42
H 0.53236 -3.51470 -6.93230  0.42
H 0.72868 -3.24951 -9.62013  0.29
H 1.91419 -2.49253 -8.55352  0.36
H 1.43894 -0.92257 -10.17058  0.39
H -0.30641 -1.17729 -10.16125  0.34
H 1.49401 -1.42163 1.06028  0.43
H 1.05920 -3.07614 0.55026  0.91
H 0.12703 -2.29543 1.86142  0.55
P -0.95108 -1.69908 -0.94776  1.51
P -0.59600 1.16421 -1.55967  0.60
N -0.08971 -3.09336 -1.68797  0.56
N -2.39674 -2.51985 -0.18738  0.50
N 0.49188 1.53346 -2.93085  0.35
N -1.22308 2.78958 -1.41593  0.44
C -1.76229 -1.13337 -2.51718  -1.40
C -1.98888 0.37606 -2.45946  -0.95
C 1.29207 -3.23279 -1.64388  -0.59
C 1.63238 -4.44925 -2.22170  -0.79
C 0.42263 -5.04685 -2.70081  -0.80
C -0.62242 -4.17651 -2.37653  -0.41
C -2.33614 -3.22884 1.00795  -0.56
C -3.62863 -3.59253 1.38573  -0.71
C -4.52090 -3.08988 0.39028  -0.70
C -3.74202 -2.40576 -0.54046  -0.32
C 1.87949 1.44498 -2.82576  -0.40
C 2.41262 1.46449 -4.11324  -1.16
C 1.31932 1.55889 -5.03326  -0.38
C 0.15742 1.62714 -4.27564  -0.20
C -1.56047 3.63762 -2.47078  -0.23
C -2.15456 4.78002 -1.94518  -0.61
C -2.21355 4.60788 -0.51932  -0.65
C -1.64078 3.37328 -0.22146  -0.27
H -2.69687 -1.67397 -2.70320  0.76
H -1.08003 -1.40814 -3.33551  0.46
H -2.10148 0.81636 -3.45606  0.65
H -2.89925 0.61875 -1.88958  0.44
H 1.89723 -2.49934 -1.12609  0.55
H 2.63073 -4.85834 -2.26135  0.49
H 0.32566 -6.00103 -3.19334  0.50
H -1.68341 -4.23122 -2.58256  0.49
H -1.38790 -3.40957 1.48270  0.49
H -3.88893 -4.16843 2.25909  0.46
H -5.59287 -3.22716 0.33857  0.46
H -4.06017 -1.85413 -1.41317  0.38
H 2.35359 1.38543 -1.85220  0.57
H 3.45855 1.41882 -4.38286  0.47
H 1.34600 1.55239 -6.11540  0.36
H -0.86777 1.75393 -4.60128  0.43
H -1.34344 3.36294 -3.49032  0.38
H -2.48408 5.62113 -2.53452  0.47
H -2.62815 5.30988 0.18666  0.45
H -1.47865 2.85769 0.71615  0.22
C 2.09719 0.45676 4.44671  -1.48
C 0.76103 1.19394 4.26558  1.86
C -0.30701 0.53736 5.14879  -1.46
C 0.96474 2.64019 4.73398  -1.52
C 0.35720 1.10539 2.86460  1.73
C 0.09608 0.87766 1.67576  -2.19
H 2.41252 0.49943 5.49707  0.41
H 2.86769 0.93735 3.83534  0.41
H 2.00883 -0.59671 4.16199  0.34
H -0.01983 0.62804 6.20415  0.40
H -1.27071 1.03718 5.00975  0.43
H -0.40767 -0.52937 4.92009  0.36
H 1.78606 3.11897 4.19144  0.39
H 0.05244 3.23312 4.62428  0.39
H 1.23062 2.61136 5.79693  0.40



Record 3
Below is a 7-piece molecular cluster, C33H44N6P3S overall, with properties calculated with wB97M-V/def2-TZVPD.

Computed properties:
E_HOMO = -3.5202 eV
charge = -1
total energy = -3034.56784 a.u.
spin multiplicity = 1
max |F| = 0.3 eV Å⁻¹
gap between HOMO and LUMO = 5.312 eV

Each line ends with the Mulliken charge.
Cartesian coordinates (Å):
C -2.16017 -5.16634 4.91009  -1.32
C -0.96337 -6.04851 5.24143  -0.18
P -0.73462 -6.50775 7.02261  -0.02
C -0.73023 -8.35852 6.96125  -1.17
P 1.61244 -6.34388 7.04141  -0.31
P 1.61689 -4.30791 8.45276  -0.01
S 2.20063 -2.64021 7.50508  -0.51
H -2.10841 -4.83829 3.86878  0.30
H -2.17151 -4.26433 5.52339  0.34
H -3.11873 -5.67372 5.04885  0.41
H -0.04703 -5.49392 4.99224  0.05
H -0.95446 -6.94316 4.61284  0.36
H -1.69528 -8.77540 7.25416  0.35
H -0.45084 -8.74976 5.98038  0.34
H 0.01434 -8.71308 7.68430  0.35
H 1.55553 -5.36216 5.96743  -0.15
H 3.04044 -6.16696 7.15794  0.08
H 1.56828 -7.14634 8.26828  0.06
H 1.72230 -7.49845 6.16043  0.07
H 0.43578 -4.05965 9.19756  0.04
H 2.44018 -4.56968 9.58177  0.04
N -0.61814 -2.27003 3.84990  -0.41
C -0.62055 -1.60138 2.70026  -0.68
C 0.53473 -1.16313 2.06802  0.12
C 1.75649 -1.43584 2.66905  -0.73
C 1.76892 -2.12456 3.87008  -0.24
C 0.55792 -2.52037 4.42544  -0.28
H -1.58957 -1.40350 2.25232  0.41
H 0.45313 -0.60804 1.14303  0.58
H 2.68274 -1.10803 2.21161  0.42
H 2.69052 -2.34931 4.38993  0.44
H 0.54077 -3.03335 5.38176  0.27
N -1.61611 0.86980 0.39131  -0.02
C -2.58345 0.80140 -0.52070  -0.27
C -3.73269 1.57643 -0.47758  -0.77
C -3.89134 2.45830 0.58019  -0.14
C -2.89992 2.52474 1.54533  -0.73
C -1.78128 1.71463 1.40556  -0.18
H -2.42873 0.09574 -1.32991  0.48
H -4.47419 1.49628 -1.26071  0.41
H -4.76926 3.08831 0.64616  0.39
H -2.98246 3.19125 2.39320  0.39
H -0.98679 1.73915 2.14356  0.46
N 0.05369 -0.10730 -3.91934  -0.53
C 0.14777 -0.25162 -2.59861  -0.48
C 0.59359 -1.41405 -1.98216  0.11
C 0.96905 -2.48331 -2.77904  -0.54
C 0.88298 -2.34386 -4.15597  -0.25
C 0.41854 -1.14270 -4.67252  -0.46
H -0.14799 0.59748 -1.99292  0.59
H 0.63303 -1.47311 -0.90318  0.30
H 1.32149 -3.40519 -2.33468  0.41
H 1.16860 -3.14716 -4.82192  0.39
H 0.34016 -1.00391 -5.74587  0.36
N 5.73136 0.93259 -2.57017  -0.56
C 6.15383 1.36653 -3.75465  -0.23
C 5.42023 1.23984 -4.92546  -0.39
C 4.17892 0.62723 -4.86432  -0.41
C 3.72679 0.16865 -3.63846  0.43
C 4.53700 0.34694 -2.52560  -0.46
H 7.12867 1.84215 -3.77155  0.34
H 5.81730 1.61775 -5.85819  0.36
H 3.57051 0.51306 -5.75261  0.39
H 2.76279 -0.31163 -3.53873  0.12
H 4.20632 0.00106 -1.55225  0.49
N -3.17644 4.91313 -2.93741  -0.48
C -2.42837 4.70506 -1.85597  -0.35
C -1.94796 5.72808 -1.04990  -0.35
C -2.25516 7.03610 -1.38527  -0.41
C -3.03265 7.26675 -2.50952  -0.25
C -3.46700 6.17500 -3.24566  -0.44
H -2.20147 3.67175 -1.61959  0.69
H -1.34485 5.49284 -0.18336  0.42
H -1.89218 7.86044 -0.78499  0.38
H -3.29293 8.26973 -2.81954  0.41
H -4.06988 6.32183 -4.13586  0.39
N 0.28410 6.41326 -5.81669  -0.54
C 0.59945 6.86007 -7.02962  -0.21
C -0.20931 6.69389 -8.14474  -0.31
C -1.41443 6.02611 -7.99372  -0.34
C -1.75488 5.55541 -6.73679  -0.32
C -0.87513 5.77241 -5.68480  -0.30
H 1.54860 7.37781 -7.11843  0.36
H 0.10468 7.07963 -9.10545  0.35
H -2.07261 5.87360 -8.83970  0.37
H -2.67923 5.02140 -6.56076  0.41
H -1.11988 5.40577 -4.69484  0.54